1.
Entry from the OMol25 dataset: an isolated ion of composition C5H15N4 and charge +1 at a distorted geometry (ωB97M-V with the def2-TZVPD basis set).

- Net charge: +1
- Max |F|: 5.49 eV/Å
- Calculated total energy: -11380.5579 eV
- E_HOMO: -12.624 eV
- Orbital gap: 10.00 eV
- Relative energy (zero: lowest compared OMol25 entry of this formula, charge and spin): 141.9 kJ/mol

The geometry in XYZ format:
```
24
Properties=species:S:1:pos:R:3:forces:R:3:lowdin_charge:R:1
N 2.165 0.706 -2.184 -0.097 -1.049 2.373 0.050
C -0.411 -0.339 0.234 1.154 -2.033 -4.118 -0.265
N 0.352 0.737 -0.661 -1.161 -2.821 -1.757 0.078
N -2.000 -0.464 -1.578 0.778 -1.013 -1.231 0.009
H 0.700 -1.912 1.758 -0.041 -0.962 0.650 0.052
H 0.338 -1.165 3.494 0.245 -0.116 0.520 0.057
H 2.748 1.529 -2.291 -0.013 0.013 0.298 0.083
H -1.298 1.460 1.623 -3.807 1.437 -0.861 0.051
H -1.523 -1.261 -2.059 -0.919 0.922 0.430 0.113
H -0.216 1.455 2.879 -0.477 0.246 -0.814 0.138
H 2.710 -0.095 -2.459 0.259 0.014 -0.688 0.071
H 2.241 0.910 0.066 0.829 0.537 0.055 0.124
N -0.428 1.232 1.895 3.843 -0.722 3.218 0.133
C 1.794 0.365 -0.742 0.420 0.773 -1.682 -0.166
H 1.987 -0.703 -0.499 -0.574 0.675 -0.541 0.139
C 0.283 -1.188 2.433 -1.109 4.133 -3.438 0.140
H -2.577 0.049 0.328 -0.344 1.748 0.185 0.105
H 0.043 0.832 -1.703 0.005 -0.618 2.198 0.194
H 0.236 1.606 -0.228 -0.132 1.858 0.953 0.117
C -1.850 -0.548 -0.162 -1.894 -1.440 1.302 -0.269
H -2.244 -1.500 0.416 1.390 0.807 -1.434 0.172
H 0.039 -1.289 -0.233 -0.191 1.172 1.315 0.164
H -2.936 -0.323 -1.955 0.367 -0.241 0.410 0.099
C -0.152 -0.095 1.632 1.470 -3.320 2.657 -0.389
```
Forces are in eV/Å.

=====

2.
Entry from the OMol25 dataset: a 2-piece molecular cluster, C5H15N4O overall at a distorted geometry (ωB97M-V with the def2-TZVPD basis set).

- Net charge: +1
- Max |F|: 2.70 eV/Å
- Calculated total energy: -13431.2502 eV
- E_HOMO: -13.421 eV
- Orbital gap: 10.68 eV
- Relative energy (zero: lowest compared OMol25 entry of this formula, charge and spin): 44.2 kJ/mol

The geometry in XYZ format:
```
25
Properties=species:S:1:pos:R:3:forces:R:3:lowdin_charge:R:1
C 0.223 1.286 1.890 -0.123 -0.337 1.095 -0.166
C -0.238 -0.132 -1.736 -0.249 0.213 -0.559 -0.435
H -1.545 0.845 2.959 0.145 -0.236 -1.083 0.091
H 0.829 -1.593 -0.806 0.182 0.861 -0.070 0.128
N 2.627 0.944 1.460 -0.318 -0.189 -0.064 0.181
H -1.694 -2.189 -0.263 0.815 -0.042 0.541 0.102
C 1.351 0.478 1.393 0.802 -0.929 -1.863 -0.541
H -1.097 -0.562 2.076 0.369 0.592 -0.651 0.080
H 0.092 2.125 1.205 0.382 0.367 0.468 0.122
N -0.007 -1.357 -1.325 -0.394 -1.089 0.081 0.048
H -1.694 1.150 -2.352 -0.027 0.038 -0.147 0.132
C -1.120 0.537 1.954 -0.834 0.290 2.548 -0.092
N 0.711 0.827 -1.634 1.225 -0.619 -0.207 0.193
H 2.926 1.818 1.851 -0.257 0.100 0.186 0.112
H 3.322 0.382 0.993 -0.022 0.029 0.205 0.115
H -2.114 -0.523 -2.327 -0.262 0.243 -0.054 0.103
H 1.639 0.404 -1.604 -0.207 0.336 0.546 0.131
H 0.575 1.552 2.919 -0.704 0.586 -0.795 0.137
N -1.405 0.188 -2.319 0.119 -0.321 0.486 0.217
C -1.025 -2.390 -1.109 -1.745 1.352 -0.868 -0.013
H -1.890 0.879 1.255 0.452 -0.282 -0.250 0.067
O 1.139 -0.576 0.785 0.502 0.076 0.785 -0.027
H 0.746 1.597 -2.288 -0.631 -0.083 -0.086 0.131
H -0.565 -3.357 -1.071 0.105 -0.333 0.023 0.098
H -1.784 -2.333 -1.907 0.678 -0.624 -0.267 0.085
```
Forces are in eV/Å.

=====

3.
Entry from the OMol25 dataset: a 2-piece molecular cluster, C5H15N4S overall at a distorted geometry (ωB97M-V with the def2-TZVPD basis set).

- Net charge: +1
- Max |F|: 4.28 eV/Å
- Calculated total energy: -22213.8416 eV
- E_HOMO (alpha / beta): -12.534 / -12.541 eV
- Orbital gap (alpha / beta): 6.48 / 6.50 eV
- Relative energy (zero: lowest compared OMol25 entry of this formula, charge and spin): 149.7 kJ/mol

The geometry in XYZ format:
```
25
Properties=species:S:1:pos:R:3:forces:R:3:lowdin_charge:R:1
N -1.276 -0.016 -0.818 0.478 0.837 2.023 -0.114
H 1.612 -1.280 -1.599 -0.114 -0.842 0.834 0.121
H -2.407 1.512 -1.665 -0.078 0.971 -1.493 0.078
S 2.440 -0.059 2.245 0.020 -2.294 -2.566 0.879
C -1.194 -0.805 -2.024 1.047 0.542 -0.191 -0.030
H -1.004 2.798 0.108 0.552 -1.302 1.316 0.107
H -0.850 -0.161 -2.810 0.442 0.562 -0.672 0.091
C -2.434 0.897 -0.825 -1.394 -2.209 2.373 -0.036
H -2.566 1.502 0.077 0.474 -0.301 -0.353 0.066
N -0.416 0.963 1.175 -1.400 -0.001 -0.212 -0.021
C -0.322 0.032 0.187 -0.167 0.645 -2.372 -0.354
C 1.418 -1.681 -0.569 2.154 3.657 0.556 -0.114
H 3.325 -2.165 2.354 -0.906 -1.788 1.246 0.029
H 1.086 -2.635 -0.444 -1.847 -2.642 -0.243 0.058
H -1.687 2.743 1.741 1.536 -1.201 -0.464 0.116
H 4.335 -1.307 1.464 -1.476 0.757 -0.184 0.106
H 0.124 2.988 1.404 -0.709 -0.588 0.317 0.092
C -0.767 2.362 1.148 -0.595 2.885 -1.095 -0.107
H -2.186 -1.065 -2.390 0.078 -0.869 0.592 0.103
N 3.337 -1.373 1.789 1.337 2.739 -0.123 -0.383
H -0.396 -1.544 -1.918 -1.082 -0.413 -0.205 0.068
N 0.789 -0.665 0.234 0.887 -0.647 0.935 -0.004
H -3.361 0.251 -0.778 0.846 0.648 -0.646 0.123
H 2.434 -1.846 -0.072 -0.450 0.544 -0.524 0.073
H -0.035 0.551 1.986 0.369 0.308 1.152 0.054
```
Forces are in eV/Å.

=====

4.
Entry from the OMol25 dataset: a 2-piece molecular cluster, C5H15N5 overall at a distorted geometry (ωB97M-V with the def2-TZVPD basis set).

- Net charge: +2
- Max |F|: 4.57 eV/Å
- Calculated total energy: -12856.8966 eV
- E_HOMO (alpha / beta): -16.791 / -16.790 eV
- Orbital gap (alpha / beta): 8.63 / 8.63 eV
- Relative energy (zero: lowest compared OMol25 entry of this formula, charge and spin): 290.8 kJ/mol

The geometry in XYZ format:
```
25
Properties=species:S:1:pos:R:3:forces:R:3:lowdin_charge:R:1
N -1.511 0.149 -0.019 -2.172 0.511 1.611 -0.287
N 1.251 0.520 0.086 -2.843 -1.423 -0.388 0.155
H -2.284 1.802 -1.355 -1.659 0.924 1.137 0.104
H 4.088 -1.186 0.100 -2.403 -1.010 -1.339 0.201
C -2.905 -0.441 0.112 -2.864 0.520 -3.517 0.015
C 2.429 0.163 0.044 0.357 -0.444 0.626 -0.496
C -1.569 1.050 -1.256 3.977 -1.393 -0.640 0.053
H 2.652 -1.590 -0.993 1.198 -0.041 -0.836 0.147
N 3.521 0.948 -0.014 0.027 2.311 -0.429 0.140
H -3.247 -1.125 0.825 1.005 -0.838 2.253 0.092
H -0.795 -2.828 0.145 0.276 0.570 -0.093 0.159
H -1.890 1.883 0.870 -0.010 0.654 0.512 0.109
N 3.017 -1.327 -0.083 1.203 -0.180 1.142 0.229
H -3.665 0.413 0.160 1.439 -0.940 -0.142 0.156
C -0.511 -0.833 -0.036 3.941 1.022 0.098 -0.125
H 2.728 -2.165 0.469 -0.152 1.284 0.441 0.166
H 4.471 0.720 0.186 0.303 -0.552 0.219 0.107
H 3.411 1.979 -0.113 -0.302 -1.359 0.136 0.158
H -3.194 -1.054 -0.815 0.883 1.290 0.715 0.148
H -0.360 1.323 1.617 0.047 -0.451 -1.382 0.110
H -1.711 0.378 -2.092 0.303 -0.100 -0.285 0.117
C -1.343 1.026 1.222 0.057 1.631 0.556 0.035
H -0.552 1.516 -1.231 -0.844 -0.364 -0.518 0.116
N -0.203 -1.979 0.073 -0.970 -0.612 -0.071 0.281
H -1.828 0.658 2.097 -0.796 -1.012 0.196 0.109
```
Forces are in eV/Å.

=====

5.
Entry from the OMol25 dataset: a 2-piece molecular cluster, C5H15N6S overall at a distorted geometry (ωB97M-V with the def2-TZVPD basis set).

- Net charge: +1
- Max |F|: 4.94 eV/Å
- Calculated total energy: -25191.2463 eV
- E_HOMO: -10.849 eV
- Orbital gap: 5.41 eV
- Relative energy (zero: lowest compared OMol25 entry of this formula, charge and spin): 58.5 kJ/mol

The geometry in XYZ format:
```
27
Properties=species:S:1:pos:R:3:forces:R:3:lowdin_charge:R:1
C 4.394 -2.736 -0.896 4.322 -1.917 -0.430 -0.256
H -4.151 -2.064 -1.443 0.903 0.131 -0.214 0.096
H 2.106 3.891 0.076 -0.934 0.045 0.587 0.123
N 0.117 0.986 -0.073 0.177 0.133 -0.737 0.193
N -0.147 1.948 1.146 -1.574 -2.809 0.423 -0.129
N 0.404 3.089 1.119 -0.063 1.620 4.663 0.008
H -1.446 -0.709 2.020 0.834 -0.828 0.406 0.113
H -2.390 -1.907 -1.008 0.978 -0.441 -0.419 0.055
C -1.255 0.109 1.366 -2.436 2.034 0.427 -0.497
C 0.989 3.885 0.130 0.787 -1.094 -4.079 -0.034
N -0.532 -0.001 0.166 0.939 0.215 0.399 0.051
H 4.678 -3.806 -1.169 -0.778 1.137 0.046 0.095
C -3.787 -0.961 0.275 -0.755 -0.154 1.170 -0.573
H 4.685 -2.668 0.126 0.173 0.037 1.364 0.041
H 0.653 3.430 -0.833 0.408 0.699 0.375 0.108
H 5.225 -2.141 -1.395 -1.413 -0.380 0.061 0.095
H 0.327 3.603 2.010 -0.282 -0.765 -0.282 0.195
C -3.331 -1.428 -1.052 -1.712 1.492 -1.046 -0.179
H 0.535 4.854 0.202 0.149 0.590 0.032 0.100
S -2.997 0.558 0.781 -0.129 1.565 0.271 0.924
H -4.909 -0.703 0.101 1.814 -0.342 1.389 0.134
H -3.337 -0.418 -1.569 0.437 -1.680 -0.551 0.087
H 2.404 -2.907 -0.864 -2.819 -1.593 1.283 0.019
H 3.045 -1.367 -1.207 -1.053 0.621 0.129 0.052
N 3.101 -2.353 -1.168 1.559 2.102 -2.450 -0.047
N -0.897 1.415 2.030 1.795 -0.063 -2.360 0.147
H -3.484 -1.599 1.128 -1.326 -0.356 -0.456 0.077
```
Forces are in eV/Å.

=====

6.
Entry from the OMol25 dataset: a 2-piece molecular cluster, C5H15NO overall at a distorted geometry (ωB97M-V with the def2-TZVPD basis set).

- Net charge: 0
- Max |F|: 3.22 eV/Å
- Calculated total energy: -8964.6114 eV
- E_HOMO: -8.749 eV
- Orbital gap: 9.56 eV
- Relative energy (zero: lowest compared OMol25 entry of this formula, charge and spin): 168.6 kJ/mol

The geometry in XYZ format:
```
22
Properties=species:S:1:pos:R:3:forces:R:3:lowdin_charge:R:1
H 0.886 1.894 0.816 -0.696 -0.917 0.130 0.123
H -1.404 1.222 1.801 -0.221 0.428 -0.361 0.093
H 0.719 0.050 2.685 0.197 0.269 0.721 0.056
H 1.127 -1.532 -1.388 -0.682 0.004 -0.338 0.085
C -0.828 0.472 1.274 0.770 -1.139 -0.083 -0.248
H -1.520 -0.172 0.670 0.332 0.810 0.478 0.090
C 0.400 -0.702 -1.262 1.877 -1.583 2.085 -0.097
H 2.188 1.156 -1.743 0.549 -0.321 -0.709 0.079
O -3.431 -1.093 -1.634 0.010 0.092 0.075 -0.060
H -0.983 -0.539 3.214 1.363 0.291 -0.856 0.090
H -0.446 -1.116 -0.712 -0.245 -0.040 -0.735 0.061
C -0.208 -0.407 2.382 -1.250 -0.565 0.198 -0.122
H -2.880 -0.305 -1.697 -0.026 -0.104 -0.036 0.023
H -3.067 -1.714 -2.272 0.046 0.023 -0.025 0.033
N 1.120 0.113 -0.235 -1.231 0.807 -1.819 -0.273
C 0.230 1.118 0.325 -0.188 0.935 1.301 -0.252
H 0.077 -1.419 2.064 -0.216 0.263 -0.196 0.062
H 2.986 -0.311 -0.751 0.330 0.464 -1.379 0.090
H 0.195 -0.343 -2.270 -0.230 0.850 0.120 0.078
H -0.408 1.747 -0.320 0.449 -0.275 -0.905 0.105
H 2.864 1.275 -0.113 -0.158 0.156 -0.102 0.076
C 2.383 0.604 -0.833 -0.779 -0.448 2.436 -0.093
```
Forces are in eV/Å.